# C19H54O13

8 unconnected molecules or ions with the total composition C19H54O13 in a non-equilibrium geometry (ωB97M-V with the def2-TZVPD basis set, the Open Molecules 2025 dataset).

Properties
max |F|	10.9	eV Å⁻¹
electronic energy	-1733.930262	hartree
E_LUMO	-0.112	eV
net charge	0
gap between HOMO and LUMO	8.987	eV
E_HOMO	-9.099	eV
structure (SMILES)	CC(C)O.CC(C)O.CC(C)O.OCCO.OCCO.OCCO.OCCO.OCCO

XYZ file:
```
86
Properties=species:S:1:pos:R:3:forces:R:3:mulliken_charge:R:1
C -1.012161 0.564710 1.707232 -5.09 1.15 -0.77 -1.451
C -0.467997 1.276920 0.504658 4.45 -3.40 0.78 0.675
C 0.173098 0.275263 -0.467579 -0.99 -1.82 -1.68 -0.636
O -1.432347 1.818395 -0.206100 -3.67 2.49 0.95 -0.499
H -1.876192 1.191183 2.207807 2.55 -0.72 0.01 0.229
H -0.524556 -0.183569 2.216952 2.34 -0.39 2.04 0.671
H -1.749864 -0.206019 1.396549 -0.12 0.28 -1.26 0.127
H 0.479873 1.874710 0.731393 -1.58 0.51 0.30 0.305
H -0.542142 -0.584066 -0.784211 0.77 1.79 0.26 -0.467
H 0.744106 -0.190534 0.218604 2.79 -2.36 1.99 0.266
H 0.887514 0.533294 -1.309934 -1.30 0.48 0.87 0.405
H -0.881163 2.221022 -0.821683 0.16 1.94 -3.35 0.277
C -0.138549 -2.578317 -3.017123 -3.50 3.08 -1.92 -0.882
C 0.320513 -3.780824 -2.435713 1.77 -2.49 -0.02 1.251
C 1.769507 -3.812306 -2.172176 1.05 -8.36 -6.93 -2.266
O -0.247938 -3.947521 -1.178506 2.02 -1.00 3.85 -0.662
H -1.268119 -2.483990 -3.237205 1.49 -0.71 0.40 0.314
H 0.325441 -2.311346 -3.938933 0.54 -0.11 -0.84 0.517
H 0.018476 -1.745848 -2.371675 0.43 0.63 0.71 -0.178
H 0.220660 -4.667949 -3.051597 -1.13 -0.21 -0.34 0.074
H 2.037067 -3.161223 -1.595338 2.54 6.85 7.84 0.885
H 2.510270 -3.493852 -2.951271 -1.05 -0.84 -0.53 0.373
H 2.059541 -4.945887 -1.900400 -0.37 2.74 -0.16 0.326
H 0.573881 -4.112581 -0.501596 -3.42 0.47 -2.31 0.349
C 0.330614 2.120066 -4.764399 3.13 4.98 1.89 -1.901
C 0.224044 3.209394 -3.631465 -0.67 -3.11 0.30 1.242
C -0.315122 4.459761 -4.077693 1.13 0.13 -1.26 -1.971
O -0.763491 2.786428 -2.702551 3.48 0.05 3.75 -0.428
H 0.397976 1.156043 -4.541194 0.90 -3.97 1.94 0.545
H 1.203260 2.458074 -5.289956 0.69 -0.35 -0.68 0.364
H -0.411944 2.126511 -5.429566 -3.46 0.88 -2.51 0.606
H 1.124364 3.416630 -3.009007 -0.24 -0.81 -0.75 -0.141
H -0.402783 5.030853 -3.251138 -0.27 2.30 2.62 0.520
H -1.248409 4.366669 -4.481901 -2.53 -0.44 -1.29 0.474
H 0.304750 4.912543 -4.758140 1.50 1.44 -1.82 0.479
H -1.525973 2.550444 -3.109067 -3.56 -1.10 -2.11 0.185
O -3.905466 0.793308 -0.169877 2.24 0.21 -0.57 -0.628
C -4.534295 1.862633 0.526358 0.64 1.56 -0.45 -0.111
C -4.861810 1.281122 1.869618 3.32 3.83 4.83 -0.022
O -5.437331 2.298194 2.795332 -0.16 0.05 1.46 -0.619
H -2.868924 0.971070 -0.142597 -3.02 -0.28 -0.32 0.318
H -3.722713 2.738081 0.556899 -2.32 -1.40 0.08 0.178
H -5.583712 2.156934 0.025850 2.54 -0.37 0.81 0.219
H -4.040311 1.004375 2.635178 -0.14 -0.41 -2.54 -0.071
H -5.436576 0.473944 1.739910 -2.63 -2.96 -0.26 0.320
H -5.072845 2.236638 3.764749 -0.93 -0.23 -3.23 0.333
O -5.195951 -1.684129 0.453554 -1.80 -2.00 2.41 -0.478
C -4.861572 -2.807335 -0.333727 1.02 1.79 0.69 -0.412
C -3.302145 -2.891213 -0.408754 -1.11 -4.65 2.52 0.291
O -2.985987 -4.000381 -1.217410 -1.43 -1.17 -0.55 -0.614
H -4.733882 -0.971039 0.127294 1.69 2.94 -1.13 0.334
H -5.424935 -3.622650 0.168657 0.92 -0.02 -0.96 0.248
H -5.236247 -2.465856 -1.288529 -0.12 -1.32 -0.92 0.287
H -2.755685 -3.044745 0.579983 -1.33 0.14 -0.36 0.134
H -2.744610 -2.171619 -0.810626 1.03 4.32 -1.71 -0.056
H -2.063897 -3.987331 -1.428765 0.84 -0.06 0.17 0.309
O 2.648992 -0.745214 3.307398 -3.37 3.40 0.21 -0.414
C 3.119862 0.104882 2.300625 3.63 -3.57 -1.07 -0.028
C 4.669493 0.035889 2.561666 -0.59 0.44 1.80 -0.610
O 5.345796 1.033950 1.922233 -5.55 1.01 -3.55 -0.446
H 3.075828 -1.531073 3.249855 1.85 -3.80 -0.25 0.230
H 2.824858 -0.141209 1.246061 0.30 -0.35 0.84 -0.086
H 2.838782 1.052853 2.433673 -1.43 3.68 1.06 0.429
H 5.117139 -0.920843 2.381035 -0.09 -0.97 -0.62 0.404
H 4.872612 0.218683 3.637595 -0.89 -0.36 -0.14 0.371
H 6.187701 1.141737 2.116682 6.09 0.47 1.66 0.229
O -0.241051 -3.246675 5.964563 -1.30 -0.93 -0.56 -0.536
C 0.517768 -2.084470 5.890031 2.41 -0.29 2.54 -0.128
C -0.287701 -1.032640 5.118203 0.80 -1.58 2.61 -0.371
O 0.435467 0.099316 4.898968 0.61 1.51 -0.49 -0.508
H 0.284721 -4.033601 6.101183 0.23 0.07 0.07 0.308
H 0.780400 -1.850550 7.044665 -0.52 0.52 -2.56 0.183
H 1.545578 -2.325605 5.435039 -1.33 0.70 0.18 0.085
H -1.256442 -0.997695 5.576286 -0.46 1.14 0.88 0.503
H -0.540347 -1.438184 4.225869 -0.64 -1.82 -3.10 0.262
H 0.955179 -0.152795 4.112058 0.18 0.68 0.64 0.239
O 4.516599 2.765037 -0.065211 1.89 -0.58 3.85 -0.611
C 4.015539 1.885600 -0.983009 -3.07 -0.73 0.72 0.389
C 4.183955 2.568375 -2.341397 0.30 1.59 -3.35 -0.406
O 3.701790 1.800984 -3.447608 -1.29 -2.12 1.17 -0.533
H 4.671826 2.207834 0.820409 -0.20 1.81 -2.57 0.360
H 4.339894 0.821584 -0.772322 0.30 1.01 -1.13 0.250
H 2.861938 1.841363 -0.642127 1.67 -0.26 -1.76 -0.347
H 5.183301 2.898484 -2.812477 -0.50 -0.55 2.37 0.310
H 3.585633 3.523832 -2.441483 0.51 -0.73 1.26 0.237
H 3.917582 2.187068 -4.277640 0.40 0.65 -0.66 0.303
```
Positions in Å, forces in eV/Å.

# C26H51BHfN7O3PS2Si

A molecular structure, C26H51BHfN7O3PS2Si (ωB97M-V with the def2-TZVPD basis set, the Open Molecules 2025 dataset).

Properties
max |F|	0.4	eV Å⁻¹
electronic energy	-3130.681645	hartree
E_LUMO	0.082	eV
net charge	0
gap between HOMO and LUMO	7.334	eV
E_HOMO	-7.252	eV

XYZ file:
```
93
Properties=species:S:1:pos:R:3:forces:R:3:mulliken_charge:R:1
Hf -0.486711 -0.083128 0.085351 -0.16 -0.35 -0.06 1.047
C -3.843492 2.197696 2.797096 0.00 0.00 0.00 -2.109
C -3.128168 1.393423 1.733092 -0.01 -0.01 -0.01 0.255
S -1.377865 1.695540 1.662448 0.04 -0.02 0.03 -0.471
C -3.760663 0.538025 0.917326 0.01 0.03 0.00 1.210
C -5.246105 0.302001 0.977955 0.01 0.00 0.00 -1.691
S -2.968250 -0.448057 -0.321332 0.05 0.02 -0.02 -0.444
H -3.165030 2.922409 3.243023 0.00 0.00 0.00 0.461
H -4.218499 1.557568 3.600297 0.01 0.00 0.00 0.338
H -4.692206 2.747004 2.386761 -0.01 0.00 0.00 0.435
H -5.728295 0.885713 1.759292 0.00 0.00 0.00 0.473
H -5.452096 -0.754698 1.160308 0.00 0.00 0.00 0.303
H -5.708652 0.554250 0.020856 0.00 0.00 0.00 0.281
C -1.721077 -1.074244 3.863678 0.00 0.01 -0.01 -1.154
C -1.608477 -2.112830 2.789234 0.05 0.02 0.07 0.337
C -2.115342 -3.380456 3.012921 0.01 -0.01 0.00 -0.867
C -1.992190 -4.340631 2.017699 0.00 0.00 0.00 -1.111
C -1.391873 -4.024997 0.821172 0.01 -0.01 0.00 -0.744
C -0.908506 -2.722181 0.636498 0.08 -0.01 0.02 0.880
N -0.994932 -1.807328 1.636543 -0.07 0.05 -0.03 0.397
N -0.356466 -2.185228 -0.494364 -0.04 0.01 0.04 0.672
Si -0.136287 -3.173661 -1.934822 0.00 0.02 -0.02 -0.134
C 0.978606 -4.630823 -1.539357 0.01 0.00 -0.02 -1.069
C 0.694792 -2.258425 -3.329182 0.01 -0.01 0.00 -0.929
C -1.807316 -3.716337 -2.586995 -0.02 -0.01 0.02 -1.124
H -1.050096 -1.320940 4.690019 0.00 0.00 0.00 0.391
H -2.735743 -1.063377 4.263065 0.00 0.01 0.00 0.471
H -1.479998 -0.085306 3.485371 0.00 -0.01 -0.01 -0.178
H -2.596733 -3.604348 3.954472 0.00 0.00 0.00 0.521
H -2.381006 -5.339002 2.176374 0.00 0.00 0.00 0.449
H -1.317937 -4.755259 0.032266 0.00 0.00 -0.01 0.437
H 1.877237 -4.277565 -1.026493 0.00 0.00 0.00 0.275
H 1.301740 -5.096982 -2.473670 -0.01 -0.01 0.01 0.397
H 0.525825 -5.406024 -0.922457 0.00 0.00 0.01 0.359
H 1.726696 -1.980838 -3.117883 0.00 0.00 -0.01 0.193
H 0.156283 -1.370349 -3.657550 -0.01 0.01 0.01 0.220
H 0.708731 -2.949979 -4.177467 0.00 0.00 0.00 0.485
H -2.404069 -4.283259 -1.872169 0.01 0.00 0.00 0.368
H -1.685013 -4.326396 -3.485401 0.00 0.00 0.00 0.416
H -2.390740 -2.832863 -2.860489 0.00 0.00 0.00 0.287
C 0.272777 2.776431 -1.477257 -0.02 0.02 0.02 -0.353
N -0.793673 1.721818 -1.611448 0.01 0.13 -0.06 0.739
C -2.109581 2.460270 -1.515806 0.02 0.00 0.01 -0.856
N -2.234890 3.504736 -2.514609 -0.01 -0.01 0.00 0.204
C -1.144512 4.461602 -2.349371 0.01 0.00 0.00 -0.724
N 0.158493 3.812331 -2.485665 -0.01 0.01 0.00 0.185
C 0.233832 3.190506 -3.810292 0.00 0.00 0.00 -0.702
N -0.846065 2.219568 -4.015162 0.02 -0.01 0.01 0.127
C -0.720694 1.182496 -3.008767 0.00 0.00 0.00 -0.372
C -2.127190 2.902102 -3.841210 -0.01 0.00 0.00 -0.739
H 1.247655 2.304390 -1.556867 0.00 0.02 -0.02 -0.022
H 0.162770 3.214668 -0.483565 0.00 -0.01 0.00 0.023
H -2.170376 2.887733 -0.517383 0.00 0.01 0.00 0.043
H -2.906883 1.733027 -1.642530 0.00 -0.02 0.00 0.193
H -1.215019 4.916079 -1.359293 0.00 0.00 0.00 0.332
H -1.235107 5.243494 -3.105430 0.00 0.00 0.00 0.340
H 1.195399 2.683667 -3.913417 0.00 0.00 0.00 0.381
H 0.159924 3.968397 -4.571598 0.00 0.00 0.00 0.332
H 0.239547 0.690432 -3.137724 0.01 -0.02 0.01 -0.001
H -1.529527 0.454891 -3.123144 0.00 0.00 0.00 0.108
H -2.936188 2.181066 -3.972381 0.00 0.00 0.00 0.358
H -2.220670 3.681149 -4.599724 0.00 0.00 0.00 0.326
B 3.746593 0.300118 -2.425185 0.01 0.04 0.01 1.109
C 2.398227 0.094024 -1.668516 0.01 -0.12 -0.02 -1.354
N 1.381289 -0.049446 -1.132815 -0.01 0.10 0.05 0.532
H 4.555164 -0.451777 -1.928853 0.00 0.01 0.00 -0.198
H 4.043132 1.467222 -2.272924 -0.01 -0.01 -0.01 -0.154
H 3.519615 0.036533 -3.585969 0.00 0.00 0.01 -0.137
C 3.208525 -2.646921 2.234132 0.00 -0.02 -0.02 -1.339
C 3.160317 -1.722012 1.039847 0.00 0.00 0.02 0.308
O 3.165653 -0.338782 1.466507 -0.04 -0.05 -0.06 -0.423
P 1.779018 0.381458 1.783199 0.00 0.20 -0.07 0.087
O 2.092514 0.762476 3.307028 -0.07 -0.24 0.15 -0.173
C 1.104642 1.171943 4.275575 0.04 0.09 -0.05 0.721
C 1.840982 1.754070 5.457613 -0.01 0.00 -0.01 -1.516
O 1.820510 1.797654 1.042625 0.03 0.16 0.00 0.116
C 2.659328 2.931609 1.366055 0.04 -0.06 -0.02 -0.380
C 4.111316 2.667339 1.039220 0.01 0.01 0.00 -1.034
H 3.263321 -3.682996 1.895488 0.00 0.00 0.00 0.410
H 2.308808 -2.539268 2.844332 0.00 0.00 0.00 0.217
H 4.078504 -2.435904 2.855278 0.00 0.01 0.00 0.364
H 2.270911 -1.913522 0.433738 0.01 0.00 0.00 -0.350
H 4.035084 -1.823942 0.400596 0.00 -0.01 0.00 0.380
H 0.529993 0.293645 4.564363 -0.02 0.01 0.01 -0.231
H 0.423705 1.896968 3.827764 -0.01 -0.01 -0.01 0.197
H 2.528203 1.022407 5.881628 0.00 0.00 0.00 0.320
H 1.127004 2.048905 6.227551 0.00 0.00 0.00 0.432
H 2.411740 2.634642 5.162196 0.00 0.00 0.00 0.338
H 2.516856 3.174995 2.420051 0.01 -0.01 0.00 0.270
H 2.258747 3.747782 0.765957 0.00 0.00 0.00 0.341
H 4.523698 1.890446 1.681561 0.00 0.00 0.00 0.269
H 4.685827 3.583163 1.188259 0.00 0.00 0.00 0.472
H 4.220530 2.351127 0.001417 0.00 0.00 0.00 0.155
```
Positions in Å, forces in eV/Å.

# CH3N3S2

2 unconnected molecules or ions with the total composition CH3N3S2 in a non-equilibrium geometry (ωB97M-V with the def2-TZVPD basis set, the Open Molecules 2025 dataset).

Properties
max |F|	3.0	eV Å⁻¹
electronic energy	-1000.365833	hartree
E_LUMO	-0.364	eV
net charge	0
gap between HOMO and LUMO	8.687	eV
E_HOMO	-9.051	eV

XYZ file:
```
9
Properties=species:S:1:pos:R:3:forces:R:3:mulliken_charge:R:1
C -0.584693 1.400058 -0.171102 0.88 1.46 0.66 -0.380
N 0.677571 -1.821294 -0.242914 -0.05 0.28 0.64 -0.536
N 1.344331 -0.982757 0.113439 -1.15 -2.40 -1.36 0.869
N 2.288711 -0.260309 0.191173 2.19 0.94 -0.41 -0.599
S -2.134900 1.082717 -0.073841 -0.41 -0.57 0.23 0.104
S -2.324269 -1.049721 -0.046402 0.66 0.33 -0.85 -0.230
H -0.428691 2.527263 0.022183 -0.46 -1.42 -0.66 0.241
H 2.267395 0.409180 0.910951 -0.34 0.99 1.08 0.257
H -1.105457 -1.305140 -0.703483 -1.32 0.38 0.67 0.272
```
Positions in Å, forces in eV/Å.

# C4H7IN2O

A single C4H7IN2O molecule in a non-equilibrium geometry (ωB97M-V with the def2-TZVPD basis set, the Open Molecules 2025 dataset).

Properties
max |F|	6.3	eV Å⁻¹
electronic energy	-638.924780	hartree
E_LUMO (alpha / beta)	-0.452 / -0.117	eV
net charge	0
gap between HOMO and LUMO (alpha / beta)	7.303 / 8.056	eV
E_HOMO (alpha / beta)	-7.756 / -8.172	eV

XYZ file:
```
15
Properties=species:S:1:pos:R:3:forces:R:3:mulliken_charge:R:1
C -1.022401 -0.659382 -0.897085 0.29 -0.52 0.35 0.500
C -0.509317 0.706531 -1.490367 -1.00 -1.77 2.34 -0.522
C 0.402355 1.279280 -0.414460 1.47 5.85 -1.90 -0.456
C 1.139711 0.342075 0.324864 0.01 -4.70 0.41 -0.513
N 0.045186 -1.410594 -0.471089 2.17 2.89 -0.60 -0.140
N -0.114483 -2.349478 0.439841 2.55 0.38 -0.12 -0.424
O -2.165693 -1.082100 -0.793208 0.18 0.79 -0.35 -0.635
I 3.104485 -0.252189 -0.036742 -0.37 0.35 0.10 0.142
H -0.023025 0.481585 -2.395212 0.62 -0.03 -1.21 0.300
H -1.393644 1.270452 -1.604259 -0.73 0.97 -0.55 0.315
H 1.261149 2.031387 -0.892833 -2.33 -1.60 0.71 0.297
H -0.110410 2.001458 0.311206 0.19 -1.12 -0.99 0.224
H 0.738456 -0.014176 1.246395 0.34 0.08 0.81 0.466
H 0.482387 -3.125983 0.267312 0.10 -0.66 0.00 0.224
H -1.022035 -2.519948 0.648164 -3.49 -0.88 0.99 0.223
```
Positions in Å, forces in eV/Å.

# CH8P4

2 unconnected molecules or ions with the total composition CH8P4 in a non-equilibrium geometry (ωB97M-V with the def2-TZVPD basis set, the Open Molecules 2025 dataset).

Properties
max |F|	1.1	eV Å⁻¹
electronic energy	-1408.189499	hartree
E_LUMO	-0.120	eV
net charge	0
gap between HOMO and LUMO	8.436	eV
E_HOMO	-8.556	eV
structure (SMILES)	PC=P#[PH2].P

XYZ file:
```
13
Properties=species:S:1:pos:R:3:forces:R:3:mulliken_charge:R:1
P -0.363849 1.114181 0.158618 0.68 0.35 -0.03 -0.077
C 0.309519 -0.557035 0.168328 0.86 -0.38 -0.03 -0.284
P 1.858388 -1.158341 -0.091156 -1.05 -0.41 0.11 -0.071
P 3.054991 0.640416 -0.303132 0.03 0.58 -0.32 -0.230
H 0.773674 1.764107 0.649739 0.25 0.23 0.12 0.017
H -0.947584 1.036734 1.423837 -0.30 0.03 0.35 0.065
H -0.444053 -1.325370 0.316380 0.06 -0.08 0.01 0.383
H 4.205464 -0.102888 -0.577456 0.34 -0.17 -0.15 0.080
H 3.362372 0.684459 1.062045 0.04 0.13 0.39 0.093
P -2.921325 0.050705 -0.796358 -0.77 0.50 -0.43 -0.146
H -1.931417 -0.843004 -1.181700 0.32 -0.29 -0.33 0.057
H -3.023643 -0.535986 0.463227 0.02 -0.12 0.54 0.054
H -3.932535 -0.767973 -1.292373 -0.49 -0.38 -0.22 0.060
```
Positions in Å, forces in eV/Å.

# C4H5NO3

A single C4H5NO3 molecule in a non-equilibrium geometry (ωB97M-V with the def2-TZVPD basis set, the Open Molecules 2025 dataset).

Properties
max |F|	5.6	eV Å⁻¹
electronic energy	-435.708425	hartree
E_LUMO	0.606	eV
net charge	0
gap between HOMO and LUMO	10.349	eV
E_HOMO	-9.743	eV
structure (SMILES)	O=C1COCC=NO1

XYZ file:
```
13
Properties=species:S:1:pos:R:3:forces:R:3:mulliken_charge:R:1
O 2.390873 -0.373730 0.415276 -1.16 -0.86 -0.15 -0.488
C 1.272409 -0.188148 0.035341 0.62 1.94 -0.77 0.433
C 0.843437 1.299658 -0.405919 -1.46 -4.15 -0.21 -0.110
O -0.550867 1.284630 -0.335506 -1.82 1.86 -1.41 -0.450
C -1.429965 0.739897 0.684520 2.38 -1.65 -1.33 -0.379
C -1.862656 -0.482754 -0.058234 -0.67 -3.58 1.39 0.058
N -0.935624 -1.362820 -0.367000 -5.57 0.18 -0.72 -0.266
O 0.353734 -1.276146 -0.113717 3.30 1.23 0.84 -0.171
H 1.079180 1.891567 0.398759 2.10 1.77 1.38 0.298
H 1.243961 1.544989 -1.455054 -0.82 -0.20 1.79 0.239
H -2.282603 1.379149 0.733595 -0.08 0.87 1.04 0.306
H -0.863500 0.323267 1.613111 -1.10 1.43 -1.02 0.275
H -3.116943 -0.889182 0.015916 4.27 1.16 -0.83 0.255
```
Positions in Å, forces in eV/Å.

Q: net charge of number 5 (CH8P4)?
A: 0

Q: Which of these has the lowest max |F|?
A: C26H51BHfN7O3PS2Si